Entry 1:
Density functional theory data (the ωB97M-V functional and the def2-TZVPD basis) for a cluster of 2 separate species, C13H20N4O6S in total.

strongest force on any atom: 2.9 eV/A
M: 360.4 Da
frontier orbital gap: 9.7 eV

Last column: Löwdin charge in e.
Positions of all 44 atoms, in Å:
O1 -1.56437 0.06356 -3.40751  0.0615
C1 -3.94622 1.52090 -2.84424  -0.0434
C2 0.51104 -1.01523 -1.40494  -0.5699
C3 2.84926 -2.62360 1.09573  -0.0018
H1 2.10716 -0.38657 3.55732  0.1086
O2 -0.10870 -0.60114 5.11547  -0.3403
H2 0.57281 1.37120 -2.78455  0.1451
N1 -0.44294 -3.03652 5.21473  -0.0753
H3 0.68139 -4.34720 -0.13703  0.1141
N2 1.40264 -1.17795 -2.35488  0.1994
C4 -1.51631 1.01446 -2.63348  -0.4432
S1 -0.43833 -1.71068 4.21880  0.6395
H4 0.82025 5.16032 -0.64901  0.0820
C5 0.73768 -3.16678 2.13248  0.0101
H5 3.60344 -2.84647 0.34862  0.1208
H6 3.86558 -0.88953 1.87612  0.1065
H7 -1.32120 -2.98373 5.70995  0.0690
H8 -0.14276 -3.80202 2.18708  0.1341
H9 1.48730 -2.11248 -2.71106  0.1280
H10 -0.95795 5.26996 -0.73648  0.0811
C6 0.86428 -2.06959 3.00066  -0.2568
H11 -2.45324 2.53639 -1.71979  0.1256
O3 -0.06906 3.88116 -3.31170  0.0642
H12 -4.64254 1.40558 -2.01256  0.0820
H13 1.16517 0.73350 -0.40730  0.1262
N3 -2.59541 1.74984 -2.33110  0.0343
H14 -4.25480 2.36704 -3.45980  0.0838
O4 -1.78953 -1.64070 3.66320  -0.3218
C7 1.72233 -3.43988 1.18109  -0.3275
C8 1.99624 -1.24518 2.89782  -0.0724
H15 0.04413 5.98902 -2.01564  0.0873
H16 0.33383 -2.90593 5.84424  0.0662
O5 -0.06347 -1.98982 -0.95517  0.0501
C9 2.98753 -1.52389 1.94961  -0.0653
C10 -0.16547 1.39507 -1.98192  -0.1913
C11 0.24881 0.39088 -0.88559  -0.0383
H17 -3.97923 0.61499 -3.45449  0.0870
N4 -0.13995 2.73808 -1.38231  0.0796
H18 1.83719 -0.39033 -2.79270  0.1079
O6 1.55065 -4.46013 0.29197  0.0373
C12 -0.04194 5.16030 -1.31321  0.0030
H19 -0.13620 2.80723 -0.37790  0.1445
C13 -0.08433 3.86549 -2.09105  -0.5671
H20 -0.53475 0.33038 -0.12950  0.1353

Forces on the atoms, in the same order (eV/Å):
0.377 0.356 0.548
0.294 -0.063 -0.021
-1.500 -0.260 1.073
0.033 0.189 0.292
-0.114 -0.195 -0.069
0.854 -0.532 -1.690
-0.180 0.139 -0.132
0.430 -0.436 -0.983
0.400 0.000 0.223
1.339 0.387 -0.989
0.013 -0.824 -0.938
-2.002 1.460 1.443
-0.033 0.093 0.189
-0.285 0.304 0.508
-0.092 0.017 0.038
-0.151 -0.067 0.041
-0.227 -0.109 0.164
0.109 0.079 -0.027
0.188 0.039 -0.264
0.000 0.095 0.192
0.393 -0.071 -0.414
-0.061 -0.003 -0.039
-0.022 -0.395 0.116
0.022 0.018 -0.036
0.104 0.168 0.028
-0.240 0.342 0.460
-0.024 -0.037 0.012
1.905 -0.525 -0.304
-0.436 0.708 0.248
-0.217 0.157 0.279
-0.027 -0.175 0.074
0.129 -0.185 0.368
-0.436 -0.226 0.673
-0.558 -0.576 0.050
0.062 0.472 0.404
-0.303 -0.047 -0.397
0.258 0.175 0.178
-0.257 -1.528 0.755
0.176 -0.116 -0.335
-0.211 0.001 -0.285
0.052 -0.104 -0.020
0.021 -0.065 0.027
0.150 1.499 -1.459
0.063 -0.158 0.020

=====

Entry 2:
Density functional theory data (the ωB97M-V functional and the def2-TZVPD basis) for a structure of composition C26H21I2NO4SSiTc.

total charge: +2
strongest force on any atom: 1.2 eV/A
multiplicity: 2
relative energy (zero: lowest compared OMol25 entry of this formula, charge and spin): 101.4 kJ/mol
M: 823.4 Da
frontier orbital gap (alpha / beta): 5.5 / 6.0 eV

Last column: Löwdin charge in e.
Positions of all 57 atoms, in Å:
H1 -3.66022 0.41085 -2.64176  0.1119
C1 -2.63198 0.25680 -2.94745  -0.0728
H2 -3.00748 0.84674 -4.97353  0.1178
H3 -0.66184 0.54921 -5.68257  0.1180
C2 -4.71722 2.56552 0.51177  -0.0621
H4 -4.81193 3.60990 0.24581  0.1124
H5 -1.42843 -5.79336 1.78781  0.1168
C3 -1.67807 -4.58637 0.02869  -0.0475
C4 -1.83363 -3.29499 -0.47386  -0.0750
C5 5.52544 -1.22856 0.60401  -0.0010
C6 0.01439 -0.09086 -3.75106  -0.0537
C7 -0.35198 -0.36603 -2.44370  -0.1073
C8 1.31763 4.03228 2.50671  -0.9599
O1 -0.70125 0.45230 0.56065  -0.4587
C9 -3.53628 0.46955 0.37510  -0.2633
N1 2.63900 1.25566 -0.12168  -0.2885
H6 -6.51819 2.54146 1.67117  0.1179
O2 3.82175 3.23050 0.05273  0.0773
O3 1.90462 -0.75572 0.85623  -0.3991
C10 -2.26384 0.51299 -4.26261  -0.0486
C11 -3.64833 1.82296 0.03743  -0.1031
C12 4.60276 -0.23125 0.36187  -0.2180
C13 -1.76187 -2.42837 1.77802  -0.0939
H7 -2.91937 2.28791 -0.61832  0.0990
I1 0.59493 3.85770 0.49566  1.1298
C14 -1.55343 -4.79081 1.40107  -0.0501
C15 -5.58292 0.61639 1.64300  -0.0504
Tc1 0.80556 1.20679 0.70722  1.0083
C16 6.83875 -0.82888 0.81602  -0.0145
C17 -0.94411 0.34653 -4.65798  -0.0463
C18 -1.59242 -3.71548 2.27472  -0.0632
H8 -1.65266 -5.42885 -0.64973  0.1153
C19 3.80460 2.03056 0.01802  -0.4774
H9 5.24347 -2.27209 0.62894  0.1360
H10 1.04052 -0.23598 -4.06266  0.1153
C20 -5.67971 1.95940 1.31211  -0.0484
H11 0.72551 4.74310 3.07224  -0.0009
H12 -1.91363 -3.14212 -1.54406  0.1091
H13 0.38729 -0.77398 -1.76357  0.0737
C21 -1.67442 -0.17931 -2.02934  -0.2687
H14 8.23466 0.78995 0.90910  0.1275
C22 4.94936 1.11110 0.28131  -0.1344
O4 2.84057 -1.00165 -1.41302  -0.2094
C23 6.26255 1.49945 0.47832  0.0349
S1 2.93156 -0.35737 -0.15130  0.6873
H15 6.53730 2.54373 0.41811  0.1381
C24 -4.50867 -0.13188 1.17901  -0.0688
H16 -4.43441 -1.18172 1.43737  0.1071
H17 2.36353 4.31163 2.43820  -0.0071
H18 -1.50195 -3.88013 3.34004  0.1128
H19 -6.34268 0.14868 2.25434  0.1176
C25 7.20144 0.51277 0.75078  -0.0089
I2 1.18476 2.07964 3.36244  1.0721
C26 -1.87889 -2.20712 0.39415  -0.2672
Si1 -2.15440 -0.53100 -0.29421  0.7801
H20 -1.81880 -1.59298 2.46851  0.1039
H21 7.59306 -1.57520 1.02376  0.1283

Forces on the atoms, in the same order (eV/Å):
0.000 -0.029 0.008
0.100 0.107 -0.076
0.011 -0.004 -0.016
0.006 0.005 0.002
0.098 0.012 -0.062
-0.026 0.006 0.010
-0.009 -0.009 -0.020
0.004 0.155 0.095
0.118 -0.438 0.036
-0.105 -0.106 -0.002
0.090 -0.031 0.078
-0.101 0.029 -0.167
-0.058 0.034 -0.066
-0.095 -0.089 -0.402
0.201 -0.271 -0.109
-0.746 -0.227 -0.700
-0.004 -0.004 0.000
-0.118 -0.137 0.003
-0.170 0.138 -0.089
0.010 -0.010 0.034
-0.224 0.047 0.097
-0.163 -0.094 -0.025
-0.039 -0.155 -0.108
0.011 0.000 -0.001
0.011 -0.069 0.125
-0.025 -0.042 -0.430
0.072 -0.075 -0.020
0.174 0.457 1.104
0.017 -0.025 0.002
-0.054 0.020 -0.043
-0.043 0.428 -0.008
0.003 0.014 0.014
0.453 0.370 0.328
0.005 -0.003 0.001
-0.010 -0.008 -0.033
-0.047 0.046 0.018
-0.063 -0.031 -0.009
-0.012 -0.042 -0.011
0.065 -0.028 0.042
-0.089 -0.103 0.153
0.000 0.002 -0.002
0.075 0.170 -0.010
-0.064 0.041 0.045
0.001 0.016 -0.003
0.466 -0.345 0.255
-0.005 0.004 -0.010
-0.075 0.149 0.071
0.005 0.004 -0.018
0.019 -0.037 0.020
-0.005 0.020 0.004
-0.006 0.017 0.003
0.028 0.053 0.001
0.131 -0.164 -0.697
-0.021 0.192 0.245
0.204 0.063 0.330
0.009 -0.013 0.015
-0.006 -0.009 0.000

=====

Entry 3:
Density functional theory data (the ωB97M-V functional and the def2-TZVPD basis) for a structure of composition C4H7N2.

total charge: +1
strongest force on any atom: 2.5 eV/A
relative energy (zero: lowest compared OMol25 entry of this formula, charge and spin): 576.5 kJ/mol
M: 83.1 Da
frontier orbital gap (alpha / beta): 9.0 / 7.6 eV

Last column: Löwdin charge in e.
Positions of all 13 atoms, in Å:
H1 -0.43330 1.17100 -1.75318  0.1407
H2 1.26146 1.94066 0.76056  0.1037
C1 -0.03615 -1.40403 -0.17842  -0.0439
C2 1.09040 1.51719 -0.21800  0.2412
H3 1.91549 1.06609 -0.74898  0.0983
H4 -0.52287 -1.90218 -1.01867  0.1399
N1 -0.42665 -0.00737 0.01300  -0.0996
H5 -1.03583 1.95619 -0.25583  0.1415
H6 -1.00229 -2.28724 1.83021  0.1293
C3 -0.29566 1.27540 -0.67751  -0.1494
N2 -0.87690 -0.22010 1.27301  0.1535
C4 -0.67395 -1.50383 1.17772  0.0076
H7 1.03624 -1.60177 -0.20393  0.1372

Forces on the atoms, in the same order (eV/Å):
0.032 -0.124 0.142
0.008 0.048 0.074
0.148 -1.120 -0.454
-1.000 -1.263 0.248
0.101 0.053 -0.072
-0.044 0.078 0.055
1.703 1.601 -0.984
0.076 -0.071 -0.073
0.065 -0.119 0.327
-0.355 0.425 -0.090
-0.719 -0.130 1.214
0.025 0.436 -0.418
-0.038 0.187 0.031